[1]
Entry from the OMol25 dataset: a structure of composition C26H28AuBr2ClF5N4O3Te (ωB97M-V/def2-TZVPD).

The geometry in XYZ format:
```
71
Properties=species:S:1:pos:R:3:forces:R:3
Au -1.90495 1.44921 -0.42181 -0.19 0.07 0.00
C -2.14980 0.27562 3.35798 0.01 -0.06 -0.01
C -2.10084 1.73925 3.59135 -0.03 0.02 -0.08
C -2.76058 2.34332 4.67004 -0.04 -0.07 -0.02
C -2.84551 3.70721 4.72834 0.00 0.07 0.03
C -2.22023 4.47004 3.72459 0.02 -0.03 -0.07
C -2.34141 5.86982 3.57740 -0.02 0.03 0.01
Br -3.30954 6.85537 4.79814 -0.01 -0.01 -0.02
C -1.78776 6.60658 2.49827 0.00 0.05 0.05
C -1.03121 5.98256 1.56665 0.03 -0.02 -0.01
Br -0.31135 6.87007 0.13553 0.00 0.00 0.00
C -0.70832 4.51480 1.69574 0.03 0.00 0.06
O 0.14286 3.99502 1.03594 -0.02 0.01 -0.03
C -1.47904 3.76497 2.75235 -0.09 -0.02 -0.12
N -1.42985 2.46217 2.67305 0.18 -0.10 0.22
H -2.54702 -0.26876 4.21091 0.01 0.00 0.00
H -1.16275 -0.10345 3.09299 0.01 0.00 0.01
H -2.79713 0.09269 2.49348 -0.02 -0.01 0.00
H -3.24794 1.72579 5.41079 0.01 0.00 0.00
H -3.40455 4.19272 5.51622 0.00 0.00 0.00
H -1.99043 7.66583 2.43408 0.01 0.00 -0.01
F -6.31487 2.69015 0.35405 -0.02 -0.01 0.03
Te -4.62859 3.42396 0.38080 0.01 -0.05 -0.04
F -3.01482 4.40757 0.55421 -0.01 -0.02 0.00
F -5.36065 4.85881 1.30460 0.01 0.04 -0.01
F -4.33393 2.74265 2.10440 0.03 -0.01 0.01
F -4.98502 4.37703 -1.15814 0.01 0.01 -0.02
O -3.86079 2.01322 -0.44460 -0.06 -0.02 -0.05
C 3.99015 -4.41138 -2.22079 -0.02 0.00 0.00
C 4.16757 -2.90267 -2.01289 0.02 0.03 -0.02
C 5.04736 -2.69765 -0.77259 -0.01 0.01 0.00
C 4.91175 -2.33473 -3.22845 0.00 -0.01 0.00
C 2.77683 -2.20755 -1.82792 0.04 -0.01 -0.05
O 2.23233 -2.49690 -0.54861 0.05 -0.04 0.01
C 1.77089 -2.58078 -2.94872 0.01 0.00 -0.01
C 0.79688 -3.73042 -2.65284 -0.05 0.02 -0.03
C -0.36878 -3.33784 -1.77442 -0.01 -0.02 -0.02
C -0.57215 -3.91610 -0.52767 0.00 0.01 0.01
C -1.65100 -3.55929 0.26695 0.01 0.00 -0.01
C -2.54541 -2.61110 -0.19828 -0.04 0.01 0.04
Cl -3.91693 -2.17336 0.77969 0.04 0.06 0.01
C -2.38229 -2.02672 -1.44274 0.01 0.01 -0.01
C -1.29577 -2.39915 -2.21985 -0.01 -0.01 -0.02
C 2.96839 -0.67559 -1.82201 -0.04 -0.02 0.05
N 1.89371 -0.00406 -1.10229 0.03 0.07 0.01
C 0.66080 0.27977 -1.49529 -0.05 -0.06 0.00
N -0.00580 0.79861 -0.47366 0.13 0.08 0.04
C 0.90154 0.82046 0.54428 -0.02 -0.06 -0.04
N 2.06010 0.33417 0.19600 0.02 0.02 -0.01
H 4.97108 -4.88488 -2.27071 0.00 0.00 -0.01
H 3.46628 -4.64320 -3.14865 0.00 -0.01 0.01
H 3.45514 -4.89000 -1.39548 0.01 0.00 0.01
H 5.97533 -3.25670 -0.89929 0.01 0.01 -0.01
H 4.56350 -3.04880 0.13756 0.00 -0.01 0.00
H 5.32163 -1.65338 -0.62024 -0.01 0.00 0.01
H 5.83588 -2.89476 -3.37679 0.00 0.00 0.00
H 5.19274 -1.29004 -3.08604 -0.01 0.01 0.00
H 4.33659 -2.41347 -4.15231 0.00 0.00 0.01
H 2.29091 -3.44509 -0.39165 -0.02 0.00 -0.01
H 2.32931 -2.79548 -3.86102 -0.02 -0.04 0.01
H 1.15655 -1.71272 -3.19700 0.03 0.04 0.01
H 1.31123 -4.59212 -2.22742 -0.01 0.02 0.05
H 0.39474 -4.07010 -3.61131 0.03 -0.02 0.00
H 0.11937 -4.66896 -0.16576 -0.01 0.00 0.00
H -1.80469 -4.01911 1.23343 0.00 0.00 0.00
H -3.10649 -1.30764 -1.80197 -0.01 -0.01 0.00
H -1.18913 -1.96543 -3.20923 0.00 0.00 0.00
H 3.00390 -0.29213 -2.84027 -0.01 0.02 0.01
H 3.87646 -0.38231 -1.30525 0.00 -0.02 0.02
H 0.27255 0.11842 -2.48410 0.00 0.01 0.00
H 0.67297 1.21595 1.51826 0.02 0.02 0.00
```
Forces are in eV/Å.

LUMO level (alpha / beta): -6.32 / -6.32 eV
Energy relative to the best compared isomer or geometry (same formula, charge and spin): 0.209 eV
Charge: +1
E: -7963.3490 hartree

Löwdin atomic charge list, values in e, 8 entries:
1 Au 0.861
2 C -0.004
3 C -0.263
4 C 0.023
5 C 0.018
6 C -0.193
7 C -0.528
8 Br 1.014

***

[2]
Entry from the OMol25 dataset: the molecule C5H11NOS at a distorted geometry (ωB97M-V/def2-TZVPD).

The geometry in XYZ format:
```
19
Properties=species:S:1:pos:R:3:forces:R:3
C 0.52714 0.45159 -2.22443 -0.46 0.80 -0.49
N 1.10275 -0.43428 -1.24809 0.11 -0.08 0.47
C 0.53154 -0.45574 0.12153 0.64 -0.35 -0.40
C -0.95460 -0.10905 0.22019 0.84 -0.30 0.50
C -1.32386 0.63532 1.49280 -0.34 0.50 0.08
S -0.73644 2.37085 1.67428 -0.12 -0.56 -0.25
C 0.76271 -1.89619 0.56073 -0.68 0.82 0.24
O 1.50518 -2.19879 1.45089 0.13 -0.45 -0.06
H 1.21387 0.59688 -3.05839 0.09 -0.25 0.04
H -0.39448 0.04439 -2.64268 0.02 -0.12 -0.03
H 0.27904 1.46993 -1.87609 0.14 -0.17 0.18
H 2.08780 -0.22651 -1.14641 -0.05 -0.14 -0.08
H 1.15361 0.15977 0.77952 -0.29 0.22 0.07
H -1.54494 -1.03018 0.25367 -0.01 -0.06 -0.33
H -1.23205 0.44595 -0.66384 -0.38 0.24 0.01
H -1.02617 0.18296 2.43248 0.25 -0.56 -0.19
H -2.40297 0.61282 1.52417 -0.41 0.49 0.14
H 0.34854 1.97690 2.34614 0.16 0.29 0.02
H 0.10333 -2.59663 0.00351 0.38 -0.31 0.07
```
Forces are in eV/Å.

LUMO level: 0.81 eV
Energy relative to the best compared isomer or geometry (same formula, charge and spin): 1.916 eV
SMILES string: CN[C@H](C=O)CCS
E: -725.2545 hartree

Löwdin atomic charge list, values in e, 8 entries:
1 C -0.151
2 N -0.074
3 C -0.328
4 C -0.220
5 C -0.546
6 S 0.690
7 C -0.241
8 O 0.071